# 1
C34H30AsCl3F6N4O4PS2Y as an isolated structure in a non-equilibrium geometry, computed with wB97M-V/def2-TZVPD.

XYZ file:
```
86
Properties=species:S:1:pos:R:3:forces:R:3:mulliken_charge:R:1
Y 2.354397 0.199219 0.161975 1.46 0.39 0.50 0.62
F 1.899934 2.438686 -3.682967 0.22 -0.53 0.03 -0.18
C 2.780324 1.815387 -2.929118 -0.23 0.55 -0.28 0.78
F 2.451482 2.141659 -1.621363 -0.06 -0.35 0.11 -0.07
F 3.983270 2.299202 -3.153216 -0.15 -0.37 -0.07 -0.21
S 2.656537 -0.094053 -3.143688 -0.02 1.44 -0.56 1.01
O 1.931126 -0.423228 -1.912722 -0.39 -0.42 0.15 -0.45
O 1.999915 -0.322321 -4.363877 0.28 -0.23 -0.28 -0.51
N 4.132864 -0.620630 -3.035662 0.23 -0.38 0.07 -0.67
S 4.630631 -0.639460 -1.549850 1.07 -0.13 -0.84 1.18
O 3.974029 -1.580102 -0.661092 -0.39 -0.54 0.47 -0.77
O 4.552306 0.688706 -0.954038 -0.02 0.31 0.45 -0.41
C 6.442057 -1.118590 -1.665074 0.59 -0.13 -0.05 0.50
F 6.600439 -2.179256 -2.419266 -0.34 0.07 0.04 -0.18
F 7.140183 -0.107962 -2.140546 -0.38 0.08 -0.03 -0.17
F 6.844847 -1.378990 -0.423696 -0.36 0.07 -0.07 -0.16
C -1.590351 -0.651715 0.206737 0.35 0.13 0.06 -0.79
C -1.499610 -1.204094 1.611144 -0.33 -0.05 -0.17 -1.32
As -3.012186 -2.491751 1.969823 0.23 -0.26 0.23 0.29
C -2.999155 -3.451442 0.245123 -0.06 0.36 0.25 -0.01
C -3.674397 -2.996143 -0.883101 0.03 0.10 0.03 0.34
C -3.655128 -3.736532 -2.052433 -0.07 0.02 -0.09 -0.72
C -2.967817 -4.938621 -2.107678 0.04 -0.04 -0.01 -0.53
C -2.281519 -5.392910 -0.992991 0.01 -0.07 -0.05 -0.69
C -2.303729 -4.654481 0.178450 0.06 0.12 0.28 -0.52
C -4.560542 -1.326789 1.693679 0.10 -0.04 -0.08 0.17
C -4.551192 0.046632 1.919649 0.27 -0.22 -0.08 -0.18
C -5.701196 0.794779 1.732802 -0.15 0.05 0.05 -0.55
C -6.879698 0.176803 1.342728 0.04 0.05 0.01 -0.62
C -6.905934 -1.194999 1.137319 -0.06 0.08 0.12 -0.59
C -5.759901 -1.942397 1.332331 0.31 -0.14 0.00 -0.46
P -0.310868 0.605116 -0.235862 -2.15 0.41 -0.21 1.98
C -0.811366 2.162612 0.569683 0.32 -0.32 -0.07 0.13
C 0.208599 2.985592 1.043457 -0.04 -0.36 -0.11 -0.12
C -0.081734 4.231366 1.569229 0.13 0.09 0.08 -0.79
C -1.398779 4.658741 1.625290 0.15 -0.04 -0.03 -0.77
C -2.418412 3.846573 1.153608 -0.03 -0.05 -0.03 -0.88
C -2.132124 2.602869 0.618921 0.08 -0.07 0.04 -0.26
C -0.772755 0.858778 -1.980167 0.28 0.09 -0.01 1.01
C -1.086673 2.118718 -2.483834 0.08 -0.14 0.13 -0.51
C -1.479756 2.249748 -3.804706 -0.03 0.03 -0.08 -0.79
C -1.562309 1.135770 -4.623002 -0.01 0.03 0.03 -0.68
C -1.229822 -0.116390 -4.129035 -0.03 -0.05 -0.02 -0.97
C -0.829645 -0.257959 -2.815278 -0.04 0.11 0.07 -0.61
H -2.562145 -0.173843 0.028381 0.16 -0.08 -0.08 0.43
H -1.489743 -1.465891 -0.518766 -0.06 0.17 0.05 0.40
H -1.543666 -0.413059 2.364275 -0.05 -0.06 0.05 0.39
H -0.554263 -1.742502 1.745776 -0.17 -0.11 0.14 0.44
H -4.232314 -2.068265 -0.847794 -0.01 -0.01 -0.02 0.35
H -4.196137 -3.380633 -2.916809 -0.05 0.01 -0.09 0.47
H -2.982822 -5.528828 -3.011317 0.03 -0.04 -0.09 0.44
H -1.751646 -6.333357 -1.027243 0.03 -0.07 0.00 0.45
H -1.794010 -5.021087 1.062687 0.00 -0.07 -0.02 0.39
H -3.644462 0.538084 2.254474 0.03 0.05 -0.02 0.49
H -5.681872 1.860690 1.910366 -0.03 0.08 0.04 0.43
H -7.781212 0.758571 1.225964 -0.06 0.06 -0.08 0.40
H -7.822923 -1.682026 0.842902 -0.09 -0.04 0.00 0.43
H -5.783050 -3.019139 1.198631 -0.07 0.05 -0.07 0.46
H 1.243215 2.634024 0.977557 -0.17 0.34 0.13 0.49
H 0.712538 4.866998 1.927007 0.08 0.10 0.05 0.50
H -1.626898 5.632384 2.024066 -0.05 0.15 0.09 0.44
H -3.438309 4.193611 1.186987 -0.14 0.03 0.01 0.49
H -2.930794 1.991802 0.225471 -0.10 -0.07 -0.03 0.72
H -1.033642 2.991076 -1.848316 0.00 0.07 0.00 0.44
H -1.722885 3.225897 -4.193319 -0.05 0.11 -0.05 0.46
H -1.886822 1.242159 -5.645568 -0.01 0.01 -0.13 0.45
H -1.274869 -0.983362 -4.768452 -0.02 -0.10 -0.09 0.52
H -0.544497 -1.234211 -2.445372 -0.08 -0.07 -0.04 0.50
C 4.652562 -1.674502 2.537749 0.13 -0.06 -0.07 -0.99
C 3.480116 -0.966655 3.098798 0.12 -0.20 0.01 0.23
N 2.512903 -0.353623 2.414877 0.22 -0.51 0.38 0.52
C 1.642365 0.156949 3.363874 -0.24 0.09 0.39 -0.43
C 2.092496 -0.162195 4.604818 -0.56 0.37 -0.29 -0.88
N 3.244040 -0.866048 4.416832 0.25 -0.10 -0.33 0.01
H 4.612295 -1.686017 1.449242 0.07 -0.06 0.18 0.01
H 4.675205 -2.705280 2.892546 0.02 -0.03 -0.06 0.42
H 5.578857 -1.193853 2.853530 0.04 0.01 -0.02 0.34
H 0.756558 0.705765 3.091678 -0.05 0.04 0.03 0.39
H 1.697188 0.043885 5.577099 -0.11 0.06 0.18 0.43
H 3.820654 -1.250180 5.152186 0.00 -0.01 -0.12 0.22
Cl 6.003429 4.031681 -0.494755 -0.03 -0.27 0.63 -0.05
C 5.925142 3.157470 1.068175 1.61 0.69 -0.34 0.78
Cl 7.085506 1.788638 1.070928 -0.22 0.43 0.08 -0.07
Cl 6.184203 4.239559 2.453234 -0.12 -0.38 -0.49 -0.05
C 4.630148 2.562318 1.152896 -1.79 -0.63 0.31 -0.34
N 3.603221 2.046858 1.197019 0.54 0.37 -0.20 -0.40
```
Forces are in eV/Å.

Calculated values
Net charge: +2
Maximum force, eV/A: 2.195
Frontier orbital gap, hartree: 0.231
HOMO energy, Eh: -0.4491
Lowest unoccupied orbital energy, eV: -5.9



# 2
A 3-piece molecular cluster, C34H30B3Cl2O10P overall in a non-equilibrium geometry, computed with wB97M-V/def2-TZVPD.

XYZ file:
```
80
Properties=species:S:1:pos:R:3:forces:R:3:mulliken_charge:R:1
C 1.880320 2.382712 0.224920 0.40 0.10 0.42 -0.75
C 2.831581 2.075476 -1.073392 -0.59 -0.11 0.19 0.11
Cl 3.432589 3.765896 -1.670724 -0.23 -1.41 0.52 -0.21
C 2.068363 1.402764 -2.358030 0.85 -0.25 -0.47 -0.64
B 1.385723 -0.081865 -2.045764 -0.19 0.96 -0.49 0.09
O -0.086048 -0.112444 -1.921317 2.35 -2.81 2.18 -0.32
B -0.557464 -1.235324 -1.087863 0.17 -0.79 -0.79 0.25
C -1.989024 -1.301270 -0.265424 0.12 -0.36 -0.96 -0.72
C -3.096016 -0.182301 -0.725413 -1.33 -0.54 1.04 -0.33
C -3.296156 0.913681 0.496541 0.70 -0.27 -0.33 -0.46
Cl -5.111879 1.357268 0.772534 1.76 -0.63 -0.65 -0.30
O 0.299498 -2.469759 -0.992821 2.36 3.96 1.32 -0.08
B 1.715141 -2.034554 -0.770602 -2.53 0.24 -4.31 0.89
P 2.634250 -2.532082 0.842601 1.26 -5.16 4.64 0.61
O 2.168403 -3.957607 1.419049 1.56 5.89 -2.50 -0.63
O 2.411608 -1.241369 2.021355 2.20 -1.34 -2.92 -0.50
O 4.367492 -2.669453 0.531975 -3.19 2.96 -0.23 -0.49
O 2.308645 -1.221494 -1.878462 -3.25 0.43 3.37 -0.38
H 1.013853 1.618016 0.405504 1.66 1.19 -0.63 0.10
H 1.392297 3.447447 0.095554 1.08 -2.23 0.40 0.34
H 2.569129 2.333236 1.198411 -1.60 0.43 -2.13 0.24
H 3.808049 1.505796 -0.739522 -2.10 1.06 -0.91 0.30
H 1.286196 2.162934 -2.797718 1.60 -1.50 0.97 0.25
H 2.913741 1.186367 -3.171743 -1.80 0.70 1.62 0.27
H -1.715780 -1.268396 0.883361 -0.75 -0.07 -2.23 0.33
H -2.447585 -2.376279 -0.502368 1.13 2.21 0.72 0.25
H -2.895435 0.320940 -1.762769 -0.10 -0.86 2.17 0.25
H -4.130207 -0.766101 -0.840337 2.24 1.40 0.28 0.32
H -2.937750 0.451939 1.532470 -0.77 1.19 -2.40 0.27
H -2.760014 1.920939 0.226637 -1.07 -2.02 0.82 0.30
H 3.266853 -0.706916 1.982709 -1.54 -0.81 0.32 0.32
H 4.639835 -1.775133 0.129425 -0.21 -1.89 0.60 0.32
C 9.274922 -6.303059 -5.763173 -0.37 0.02 0.05 -0.45
C 9.782171 -6.013898 -4.496646 -0.32 0.04 0.21 -0.46
C 8.910509 -5.791307 -3.429441 0.24 -0.05 -0.24 -0.53
C 7.526134 -5.846046 -3.631879 0.59 -0.03 -0.27 0.22
C 7.018916 -6.110863 -4.903387 0.60 -0.06 -0.22 0.16
C 7.895498 -6.351452 -5.969421 0.31 0.02 0.05 -0.56
C 5.560690 -6.122027 -5.139030 -0.54 -0.29 -1.32 0.64
O 5.114257 -6.358077 -6.254916 0.26 0.14 0.64 -0.68
C 4.649226 -5.836151 -4.013158 -0.62 0.11 0.22 0.24
C 3.266756 -5.786390 -4.234844 -0.23 0.06 0.23 -0.61
C 2.396814 -5.529848 -3.172910 0.35 -0.05 -0.26 -0.69
C 2.902666 -5.332136 -1.888426 0.30 0.04 -0.06 -0.72
C 4.279753 -5.375594 -1.665747 -0.24 0.03 -0.01 -0.77
C 5.155166 -5.618476 -2.732515 -0.61 0.06 0.23 0.28
C 6.611911 -5.626961 -2.493398 0.53 0.23 1.43 0.58
O 7.057572 -5.448692 -1.365657 -0.27 -0.09 -0.73 -0.67
H 9.954250 -6.485625 -6.592935 -0.15 0.03 0.15 0.39
H 10.857213 -5.963661 -4.338716 -0.21 -0.02 -0.01 0.39
H 9.313740 -5.571233 -2.442339 -0.28 -0.07 -0.18 0.45
H 7.506779 -6.572297 -6.961975 -0.07 0.08 0.31 0.45
H 2.863436 -5.942804 -5.234081 0.28 -0.01 0.19 0.45
H 1.324040 -5.486462 -3.348254 0.20 -0.02 0.02 0.46
H 2.224802 -5.139464 -1.059695 0.13 -0.08 -0.03 0.88
H 4.667676 -5.215437 -0.661133 0.04 -0.04 -0.30 0.49
C -5.106207 9.120685 4.672181 -0.04 -0.35 -0.11 -0.46
C -6.276448 9.349789 5.395405 -0.17 -0.35 -0.02 -0.45
C -7.213799 8.327057 5.549223 0.21 0.27 -0.02 -0.54
C -6.985960 7.074013 4.967466 0.21 0.61 0.07 0.18
C -5.827517 6.852567 4.223757 0.20 0.61 0.13 0.16
C -4.879652 7.874876 4.085392 -0.07 0.29 0.13 -0.51
C -5.600172 5.550497 3.564208 1.17 -0.28 -0.77 0.50
O -4.581139 5.353996 2.913682 -0.54 0.13 0.37 -0.70
C -6.622017 4.492469 3.692612 -0.28 -0.62 -0.14 -0.16
C -6.446507 3.273412 3.024825 -0.16 -0.11 0.10 -0.24
C -7.401641 2.262499 3.151673 0.19 0.36 0.05 -0.17
C -8.526950 2.461832 3.950937 0.06 0.37 0.12 -0.56
C -8.707118 3.677275 4.612815 0.03 -0.26 -0.15 -0.60
C -7.757189 4.698080 4.475245 -0.22 -0.57 -0.11 0.27
C -7.974553 5.992749 5.150478 -1.25 0.17 0.85 0.61
O -8.965588 6.170416 5.849390 0.61 -0.09 -0.43 -0.68
H -4.371358 9.914876 4.560017 -0.13 -0.16 0.01 0.39
H -6.458892 10.324687 5.842026 0.02 -0.19 -0.07 0.39
H -8.122677 8.511583 6.119563 0.18 -0.23 -0.16 0.45
H -3.966493 7.705042 3.517647 -0.29 -0.13 0.09 0.45
H -5.569159 3.108529 2.401384 -0.28 0.28 0.35 0.52
H -7.265965 1.318616 2.628081 0.01 0.19 0.10 0.35
H -9.267531 1.671912 4.055736 0.13 0.16 -0.01 0.38
H -9.590572 3.827438 5.231154 0.28 0.14 -0.13 0.45
```
Forces are in eV/Å.

Calculated values
SMILES: C[C@H](Cl)CB1OB(CCCCl)OB(P(=O)(O)O)O1.O=C1c2ccccc2C(=O)c2ccccc21.O=C1c2ccccc2C(=O)c2ccccc21
Maximum force, eV/A: 7.055
Frontier orbital gap, hartree: 0.311
HOMO energy, Eh: -0.3556
Lowest unoccupied orbital energy, eV: -1.2



# 3
C34H30ClN2O7P2Ti as an isolated structure in a non-equilibrium geometry, computed with wB97M-V/def2-TZVPD.

XYZ file:
```
77
Properties=species:S:1:pos:R:3:forces:R:3:lowdin_spin:R:1
Ti 1.043801 -1.467554 2.036408 0.24 -1.09 0.90 0.25
O -0.835098 -4.422247 -0.183839 0.02 -0.01 -0.01 0.07
C -0.532557 -3.404372 0.617051 0.00 0.13 -0.13 0.16
O 0.632966 -2.913252 0.646511 -0.16 0.07 -0.05 0.04
C -1.509260 -2.831365 1.466502 -0.09 0.01 0.03 0.12
C -2.869991 -3.148277 1.642729 0.08 -0.06 -0.04 0.03
C -3.583297 -2.468264 2.592904 0.00 0.05 0.04 0.07
C -2.950908 -1.478360 3.388248 0.00 -0.04 0.00 0.06
C -1.633626 -1.212373 3.160190 -0.06 -0.03 -0.03 0.04
N -0.930057 -1.847614 2.204370 -0.35 0.00 -0.13 0.12
C -0.764135 -0.202636 3.864382 -0.15 0.12 -0.12 0.00
O -1.151422 0.505426 4.754311 0.00 -0.01 -0.01 0.01
O 0.444287 -0.203238 3.331554 -0.21 -0.07 0.28 -0.01
H -0.031513 -4.679915 -0.659429 -0.02 0.02 0.01 0.00
H -3.318291 -3.923010 1.036586 -0.01 0.01 -0.01 0.00
H -4.630181 -2.691058 2.746357 0.00 -0.01 0.00 0.00
H -3.476490 -0.935030 4.160428 0.00 0.00 0.01 0.00
C 0.639476 1.233771 -2.101839 0.04 0.03 0.14 0.00
C 1.097997 2.130595 -0.943666 -0.06 -0.10 0.07 0.00
P 0.266941 1.762927 0.676660 -0.22 0.19 -0.19 0.00
C -1.496834 2.118036 0.264526 0.00 -0.04 0.09 0.00
C -1.926236 2.907740 -0.801462 0.00 0.07 0.06 0.00
C -3.276959 3.129738 -1.026506 0.02 -0.01 -0.03 0.00
C -4.229483 2.580828 -0.179998 0.00 -0.01 0.01 0.00
C -3.820089 1.809421 0.896225 -0.02 0.00 -0.01 0.00
C -2.468568 1.577489 1.105643 0.04 -0.09 -0.01 0.00
C 0.677271 3.294410 1.615406 0.04 -0.01 -0.12 0.00
C 1.904966 3.932645 1.444707 0.01 -0.02 0.00 0.00
C 2.224405 5.065748 2.178138 0.02 0.00 0.02 0.00
C 1.323080 5.580364 3.096926 0.01 -0.01 0.00 0.00
C 0.105585 4.943823 3.286778 -0.01 0.00 0.00 0.00
C -0.210642 3.807583 2.558746 -0.02 -0.04 0.04 0.00
P 0.501287 -0.558806 -1.693047 0.01 -0.15 0.01 0.00
C 2.151097 -1.227937 -2.115409 -0.03 0.03 0.01 0.00
C 2.292471 -2.612862 -2.210154 0.00 0.00 0.01 0.00
C 3.526628 -3.190637 -2.451596 0.00 -0.01 -0.02 0.00
C 4.653289 -2.389892 -2.590810 0.00 0.00 0.01 0.00
C 4.529879 -1.014164 -2.487002 -0.01 0.01 0.00 0.00
C 3.287915 -0.438149 -2.250763 0.00 0.01 -0.04 0.00
C -0.498907 -1.119767 -3.126921 -0.03 -0.01 0.05 0.00
C 0.012491 -1.395771 -4.393692 0.04 0.04 0.01 0.00
C -0.826371 -1.814824 -5.415152 -0.01 0.00 -0.02 0.00
C -2.188900 -1.957819 -5.187757 0.00 -0.01 0.00 0.00
C -2.712142 -1.675361 -3.934898 0.01 0.01 -0.01 0.00
C -1.869082 -1.264722 -2.911790 -0.02 0.01 0.03 0.00
H 1.269299 1.383018 -2.982611 -0.03 0.02 -0.02 0.00
H -0.379409 1.501860 -2.381489 -0.03 0.04 -0.08 0.00
H 0.940213 3.178904 -1.207546 0.09 0.03 0.02 0.00
H 2.164301 1.998075 -0.750675 0.02 -0.01 -0.03 0.00
H -1.211648 3.383739 -1.458567 0.07 -0.02 -0.03 0.00
H -3.584908 3.738358 -1.867211 0.00 0.02 0.01 0.00
H -5.282134 2.759554 -0.356427 -0.01 0.00 0.00 0.00
H -4.548936 1.384670 1.575060 -0.01 0.00 0.00 0.00
H -2.168006 0.970419 1.950215 0.02 0.00 -0.02 0.00
H 2.633375 3.542233 0.747188 0.00 0.00 -0.02 0.00
H 3.186132 5.541230 2.033382 0.00 0.01 -0.01 0.00
H 1.572295 6.464309 3.669294 0.00 0.01 0.00 0.00
H -0.606171 5.331778 4.004058 0.01 -0.01 0.02 0.00
H -1.159476 3.319517 2.740416 -0.04 -0.01 -0.05 0.00
H 1.418644 -3.245734 -2.098835 0.00 0.02 -0.02 0.00
H 3.613091 -4.266953 -2.527868 0.00 -0.01 0.00 0.00
H 5.621180 -2.837950 -2.773523 0.00 0.00 0.00 0.00
H 5.402347 -0.381386 -2.587792 0.00 0.00 0.00 0.00
H 3.221874 0.638777 -2.167670 -0.02 0.00 0.00 0.00
H 1.073562 -1.286099 -4.581974 0.02 -0.02 0.01 0.00
H -0.415677 -2.029937 -6.393436 0.00 0.00 0.00 0.00
H -2.839329 -2.292640 -5.985460 0.00 0.01 -0.01 0.00
H -3.773584 -1.781926 -3.751302 0.00 0.00 0.00 0.00
H -2.277289 -1.049575 -1.929040 0.00 -0.02 0.01 0.00
Cl 2.932057 -3.585873 2.418745 -0.08 -0.20 0.11 0.00
C 1.423033 -3.096342 3.288365 0.44 0.02 -0.07 -0.01
H 1.712998 -2.851957 4.306912 -0.10 0.04 0.01 0.00
H 0.750302 -3.950208 3.248693 -0.10 0.09 0.02 0.00
O 2.907308 -0.687365 3.016089 -0.27 0.29 0.03 0.00
N 2.967272 -0.041554 1.949218 0.68 -0.05 -0.38 0.00
O 3.341645 1.084278 1.830282 0.29 -0.01 -0.05 0.00
O 2.520879 -0.726466 0.916986 -0.07 0.81 -0.34 0.00
```
Forces are in eV/Å.

Calculated values
Energy relative to the best compared isomer or geometry (same formula, charge and spin), kcal/mol: 28.73
Maximum force, eV/A: 1.433
Frontier orbital gap (alpha / beta), hartree: 0.232 / 0.247
HOMO energy (alpha / beta), Eh: -0.2559 / -0.2906
<S²>: 0.762
Multiplicity: 2
Lowest unoccupied orbital energy (alpha / beta), eV: -0.7 / -1.2